{"formula": "C23H33IrN2O4SSi2", "method": "wB97M-V/def2-TZVPD", "mol_weight_g_mol": 681.983, "charge": 0, "orbital_gap_ev": 6.99, "e_homo_ha": -0.2717, "e_tot_ha": -2388.2824, "elements": ["Ir", "C", "Si", "C", "C", "C", "C", "C", "C", "C", "Si", "C", "C", "H", "H", "H", "H", "H", "H", "H", "H", "H", "H", "H", "H", "H", "H", "H", "H", "C", "C", "N", "C", "S", "N", "C", "C", "H", "H", "H", "H", "H", "H", "H", "H", "H", "H", "H", "H", "O", "C", "O", "C", "C", "C", "C", "O", "C", "O", "C", "C", "H", "H", "H", "H", "H"], "coordinates": [[-0.00539, 0.28096, 0.97013], [2.11082, -2.57686, 1.04083], [1.10025, -1.42750, -0.07743], [2.27803, -0.83119, -1.42661], [-0.21995, -2.50002, -0.89096], [0.04820, -3.41239, -1.91598], [-0.96317, -4.17690, -2.46968], [-2.26346, -4.05013, -1.99307], [-2.53806, -3.15789, -0.97252], [-1.52676, -2.37030, -0.41534], [-1.82984, -1.12229, 0.96538], [-2.07477, -2.09098, 2.56110], [-3.40939, -0.17739, 0.59911], [2.28314, -3.51472, 0.51048], [1.57785, -2.80678, 1.96167], [3.09220, -2.17018, 1.29380], [2.73524, -1.69699, -1.91076], [3.08254, -0.21962, -1.01677], [1.77791, -0.24169, -2.19033], [1.05613, -3.52682, -2.29543], [-0.74371, -4.87188, -3.26949], [-3.05720, -4.64932, -2.41907], [-3.55513, -3.07732, -0.61138], [-2.85941, -2.83789, 2.42209], [-2.37315, -1.44260, 3.38581], [-1.15981, -2.60649, 2.84828], [-4.20121, -0.89866, 0.38692], [-3.30873, 0.48381, -0.25960], [-3.72094, 0.42170, 1.45446], [5.13491, 0.48680, 1.53762], [4.39804, 0.46856, 2.86456], [2.98799, 0.12307, 2.72445], [1.90660, 0.83152, 3.05248], [0.37994, -0.02482, 3.24708], [1.94031, 2.15052, 3.26020], [2.83791, 3.13834, 2.63799], [2.04465, 4.35541, 2.20524], [6.19192, 0.68697, 1.70282], [4.73939, 1.25004, 0.86941], [5.05010, -0.47499, 1.03148], [4.47030, 1.42627, 3.38055], [4.83702, -0.28138, 3.52907], [2.77557, -0.84131, 2.50677], [1.02214, 2.51789, 3.47922], [3.32138, 2.66276, 1.78255], [3.61139, 3.42832, 3.35552], [1.22688, 4.08683, 1.54387], [2.70161, 5.04616, 1.68079], [1.63607, 4.87631, 3.07226], [-0.74926, 4.04397, -0.72223], [-0.70871, 2.82983, -0.71255], [0.01826, 2.16177, 0.14717], [-1.52753, 2.02791, -1.68168], [-1.14797, 0.75929, -2.08846], [-1.91348, -0.00030, -2.97704], [-3.06883, 0.58507, -3.42921], [-4.00113, 0.06451, -4.28033], [-4.96394, 1.09744, -4.48744], [-4.63751, 2.19052, -3.63504], [-3.44786, 1.86204, -3.04073], [-2.70070, 2.61708, -2.17962], [-0.21374, 0.35342, -1.73321], [-1.62115, -0.99649, -3.27196], [-5.95701, 0.72018, -4.22585], [-4.92279, 1.42599, -5.53313], [-2.98295, 3.61285, -1.87825]], "forces_ev_per_a": [[0.1, 1.2, 0.7], [0.0, 0.0, -0.1], [-0.5, 0.0, 0.2], [0.1, -0.1, 0.2], [0.2, -0.1, -0.1], [0.0, 0.1, 0.0], [-0.1, 0.0, 0.0], [0.0, -0.1, -0.1], [0.1, 0.0, 0.0], [-0.2, 0.0, 0.0], [0.4, -0.3, 0.1], [-0.2, 0.0, -0.1], [0.1, 0.0, 0.1], [0.1, -0.1, 0.0], [-0.1, 0.0, 0.1], [0.1, -0.1, -0.1], [0.0, 0.0, -0.1], [0.1, 0.0, 0.1], [-0.1, 0.0, -0.1], [0.1, 0.0, 0.0], [0.0, 0.0, 0.0], [0.0, 0.0, 0.0], [-0.1, 0.0, 0.0], [0.0, -0.1, 0.0], [0.0, 0.1, 0.1], [0.1, -0.1, 0.0], [-0.1, 0.0, 0.0], [0.0, 0.0, -0.1], [0.0, 0.0, 0.1], [0.0, 0.0, 0.0], [0.1, 0.1, 0.1], [-0.5, 0.3, 0.1], [0.5, 0.1, 0.2], [0.1, -0.6, -0.4], [-0.4, -0.2, -0.3], [0.2, -0.1, 0.1], [0.0, 0.0, 0.1], [0.1, 0.0, 0.0], [0.0, 0.0, 0.0], [0.0, 0.0, 0.0], [0.0, -0.1, -0.1], [0.0, 0.1, 0.0], [0.0, 0.0, 0.1], [0.1, -0.1, 0.0], [-0.1, 0.1, 0.0], [0.0, 0.0, -0.1], [-0.1, -0.1, -0.2], [0.0, 0.0, 0.0], [0.0, 0.0, 0.0], [-0.1, 0.1, 0.0], [0.1, 0.2, 0.1], [0.1, -0.5, -0.6], [-0.1, 0.0, -0.1], [0.0, 0.1, -0.1], [-0.1, 0.1, 0.0], [0.1, 0.0, 0.1], [-0.1, 0.0, 0.0], [-0.1, 0.0, -0.1], [0.0, 0.0, 0.0], [0.1, 0.0, 0.0], [0.1, -0.1, 0.0], [0.0, 0.0, 0.1], [0.0, -0.1, 0.0], [0.1, 0.0, -0.1], [0.0, 0.0, 0.1], [0.0, 0.1, 0.0]], "lowdin_charge": [0.669, -0.204, 0.374, -0.193, -0.308, -0.099, -0.092, -0.090, -0.094, -0.300, 0.379, -0.239, -0.175, 0.035, 0.023, 0.001, 0.028, 0.011, 0.020, 0.096, 0.099, 0.100, 0.098, 0.030, 0.018, 0.010, 0.030, 0.008, 0.030, -0.070, -0.214, 0.029, -0.723, 0.622, 0.032, -0.222, -0.062, 0.080, 0.068, 0.072, 0.103, 0.127, 0.071, 0.121, 0.107, 0.114, 0.063, 0.085, 0.083, 0.064, -0.590, -0.228, -0.152, -0.061, 0.036, -0.207, 0.035, -0.132, 0.034, -0.202, 0.075, 0.050, 0.121, 0.137, 0.137, 0.134]}

---

{"formula": "C42H41AsN4O2V", "method": "wB97M-V/def2-TZVPD", "mol_weight_g_mol": 759.682, "charge": 2, "multiplicity": 4, "orbital_gap_ev": [6.35, 7.20], "e_homo_ha": [-0.4396, -0.4706], "e_tot_ha": -5173.9687, "elements": ["V", "C", "C", "C", "C", "C", "N", "C", "C", "C", "N", "C", "C", "C", "C", "C", "C", "C", "C", "N", "C", "C", "C", "N", "C", "C", "C", "C", "O", "C", "O", "H", "H", "H", "H", "H", "H", "H", "H", "H", "H", "H", "H", "H", "H", "H", "H", "H", "H", "H", "H", "H", "H", "H", "H", "H", "H", "H", "H", "C", "C", "C", "C", "C", "C", "As", "C", "C", "C", "C", "C", "C", "C", "C", "C", "C", "C", "C", "H", "H", "H", "H", "H", "H", "H", "H", "H", "H", "H", "H", "H"], "coordinates": [[0.06332, 1.10256, -0.91550], [4.11026, 1.90242, 4.93157], [3.06456, 1.56866, 3.89917], [1.85202, 1.02239, 4.23416], [0.87511, 0.72438, 3.25909], [-0.27481, -0.02340, 3.65697], [-1.13846, -0.50575, 2.82093], [-2.25804, -1.40250, 3.11740], [-3.44862, -1.03538, 2.24571], [-3.14951, -1.30701, 0.76797], [-4.31806, -0.94496, -0.05688], [-4.77320, 0.24635, -0.30921], [-4.15667, 1.52705, -0.16022], [-5.06392, 2.54422, 0.23210], [-4.67176, 3.82588, 0.51271], [-5.62207, 4.88662, 1.00394], [-3.32821, 4.11515, 0.24351], [-2.41222, 3.19770, -0.23385], [-1.17555, 3.75413, -0.79653], [-0.21890, 3.05558, -1.26894], [0.77839, 3.64403, -2.20708], [1.43016, 2.50125, -3.01299], [2.56946, 1.82770, -2.22946], [2.06215, 1.48479, -0.88203], [2.79668, 1.72262, 0.13379], [2.37818, 1.52354, 1.53008], [3.30093, 1.77465, 2.52761], [1.08863, 1.04757, 1.89448], [0.12775, 0.86894, 1.03515], [-2.78641, 1.82180, -0.42920], [-1.97557, 0.94305, -0.90721], [3.75262, 1.67517, 5.93446], [4.37160, 2.96071, 4.90156], [5.02688, 1.33466, 4.76697], [1.63639, 0.79363, 5.27375], [-0.41948, -0.26066, 4.70906], [-0.93609, -0.23556, 1.84627], [-2.49180, -1.33513, 4.17878], [-1.94207, -2.42743, 2.90825], [-3.70299, 0.01657, 2.39359], [-4.30702, -1.63076, 2.56240], [-2.95583, -2.36641, 0.60150], [-2.30120, -0.74871, 0.38147], [-4.94644, -1.70725, -0.27541], [-5.81125, 0.24927, -0.63482], [-6.10987, 2.27875, 0.35831], [-6.51473, 4.44471, 1.44320], [-5.93985, 5.53950, 0.18953], [-5.15357, 5.51284, 1.76248], [-2.99379, 5.14310, 0.36192], [-1.15435, 4.83799, -0.93121], [1.54802, 4.18724, -1.65508], [0.27412, 4.34918, -2.86458], [1.82268, 2.87597, -3.95739], [0.65825, 1.76671, -3.28750], [3.41438, 2.51597, -2.15094], [2.90934, 0.92219, -2.73340], [3.81041, 2.09648, -0.01942], [4.27951, 2.14103, 2.22590], [-1.55228, -5.86572, -1.11152], [-0.43271, -5.66881, -0.31746], [0.17782, -4.41902, -0.25340], [-0.34615, -3.36646, -0.99032], [-1.47956, -3.55929, -1.77925], [-2.07820, -4.80879, -1.84651], [0.45472, -1.61803, -1.04213], [2.22133, -1.89390, -0.30395], [2.56689, -1.97439, 1.03627], [3.90261, -2.12771, 1.39073], [4.87704, -2.18986, 0.40038], [4.52619, -2.11185, -0.94120], [3.19152, -1.96883, -1.30434], [2.67816, -1.85278, -2.69080], [3.44526, -1.91844, -3.84816], [2.83873, -1.76502, -5.08748], [1.46923, -1.54030, -5.18265], [0.69361, -1.47525, -4.02986], [1.30278, -1.64099, -2.79532], [-2.01279, -6.84322, -1.16606], [-0.01868, -6.49262, 0.24936], [1.06394, -4.28723, 0.35471], [-1.88933, -2.74276, -2.36620], [-2.94497, -4.95992, -2.47727], [1.81064, -1.93171, 1.81285], [4.18447, -2.20073, 2.43324], [5.91703, -2.30960, 0.67442], [5.29759, -2.17031, -1.69870], [4.51263, -2.09284, -3.79289], [3.43815, -1.82320, -5.98661], [1.00782, -1.42223, -6.15428], [-0.37304, -1.30198, -4.11242]], "forces_ev_per_a": [[-0.9, -1.4, -0.2], [0.0, 0.0, -0.1], [0.1, 0.1, -0.1], [0.0, 0.0, 0.0], [-0.3, -0.2, 0.3], [0.4, 0.2, 0.1], [-0.1, -0.1, -0.3], [0.2, 0.1, 0.0], [0.0, 0.0, 0.0], [-0.3, 0.1, -0.3], [0.2, -0.3, 0.2], [0.1, 0.3, -0.1], [-0.3, -0.3, 0.1], [-0.1, -0.1, 0.0], [0.1, 0.1, 0.1], [0.0, 0.0, 0.0], [-0.1, 0.3, 0.0], [0.4, 0.1, -0.2], [-0.3, -0.1, -0.2], [0.4, 0.7, -0.5], [-0.1, -0.2, 0.2], [0.1, 0.2, 0.4], [-0.2, 0.1, 0.2], [0.7, 0.2, -0.5], [-0.2, -0.1, 0.4], [0.1, 0.0, -0.3], [0.3, 0.0, 0.2], [-0.2, -0.1, -0.5], [0.3, 0.0, 0.9], [0.5, 0.0, -0.1], [-0.6, 0.1, 0.3], [0.0, 0.0, 0.0], [0.0, 0.0, 0.0], [0.0, 0.0, 0.0], [0.0, 0.0, 0.0], [0.1, 0.0, 0.0], [-0.1, 0.0, 0.1], [0.0, 0.0, 0.0], [0.0, 0.0, 0.0], [0.0, 0.0, 0.0], [0.0, 0.0, 0.0], [0.0, 0.0, 0.0], [0.1, 0.1, 0.0], [0.0, 0.0, 0.0], [0.0, 0.0, 0.0], [0.0, 0.0, 0.0], [0.0, 0.0, 0.0], [0.0, 0.0, 0.0], [0.0, 0.0, 0.0], [0.0, 0.0, 0.0], [-0.1, 0.0, 0.0], [0.0, 0.0, 0.1], [0.0, 0.0, -0.1], [0.0, 0.0, 0.0], [0.0, 0.0, -0.1], [0.1, 0.0, 0.0], [-0.1, -0.1, 0.0], [0.0, 0.0, 0.1], [0.0, 0.0, 0.0], [0.0, 0.0, 0.0], [0.0, 0.0, 0.0], [-0.1, -0.1, 0.0], [-0.2, -0.1, -0.1], [-0.1, -0.1, 0.0], [0.0, 0.0, 0.1], [0.6, 0.4, -0.4], [-0.3, -0.1, 0.1], [0.1, 0.0, 0.0], [0.0, 0.0, -0.1], [-0.1, 0.0, 0.0], [0.1, 0.0, 0.0], [0.1, 0.0, -0.2], [0.2, 0.0, 0.1], [0.0, 0.0, -0.1], [0.0, 0.0, 0.0], [0.0, 0.0, 0.0], [0.1, 0.0, -0.1], [-0.2, -0.1, 0.1], [0.0, 0.0, 0.0], [0.0, 0.0, 0.0], [0.0, 0.0, 0.0], [0.0, 0.0, 0.0], [0.0, 0.0, 0.0], [0.0, 0.0, 0.0], [0.0, 0.0, 0.0], [0.0, 0.0, 0.0], [0.0, 0.0, 0.0], [0.0, 0.0, 0.0], [0.0, 0.0, 0.0], [0.0, 0.0, 0.0], [0.0, 0.0, 0.0]], "mulliken_spin": [2.784, 0.000, 0.001, 0.012, 0.000, 0.006, 0.012, 0.000, 0.000, 0.003, 0.004, 0.003, -0.005, 0.014, -0.001, 0.000, 0.006, 0.012, 0.037, -0.017, 0.009, 0.099, 0.015, -0.061, 0.064, 0.031, 0.002, -0.001, -0.085, -0.013, 0.006, 0.000, 0.000, 0.000, 0.000, 0.000, 0.025, 0.000, 0.001, -0.001, 0.000, 0.000, 0.019, 0.000, 0.000, 0.000, 0.000, 0.000, 0.000, 0.000, 0.000, -0.007, -0.011, 0.007, -0.024, 0.001, -0.031, -0.001, 0.001, -0.001, 0.001, -0.003, 0.014, -0.002, 0.000, 0.066, 0.033, -0.007, -0.001, 0.000, 0.001, 0.000, -0.005, 0.002, 0.002, 0.002, -0.019, 0.009, 0.000, 0.000, 0.000, -0.004, 0.000, 0.000, 0.000, 0.000, 0.000, 0.000, 0.000, 0.000, -0.003]}

---

The records above give, respectively, relative energy (zero: lowest compared OMol25 entry of this formula, charge and spin) values of 29.6, 17.3 kcal per mole.